Here is 10 unconnected molecules or ions with the total composition C60H150N10O20 in a non-equilibrium geometry from the OMol25 dataset. Energies are from ωB97M-V/def2-TZVPD.

The SMILES is COCCNCCOC.COCCNCCOC.COCCNCCOC.COCCNCCOC.COCCNCCOC.COCCNCCOC.COCCNCCOC.COCCNCCOC.COCCNCCOC.COCCNCCOC. The calculation puts the LUMO energy at 0.33 eV. The electronic energy is -120478.6876 eV. Its net charge is 0. The energy above the lowest of the compared OMol25 structures with the same formula, charge and spin is 12.2328 eV. The highest occupied orbital energy is -8.3 eV.

Bonds (Å) are listed after each position.
Atoms and positions in Å:
1 C -1.51 6.67 -0.62  O2 1.438, H10 1.090, H11 1.090, H12 1.090
2 O -0.86 7.88 -0.20  C1 1.438, C3 1.395
3 C -1.86 8.76 0.21  O2 1.395, C4 1.542, H13 1.090, H14 1.090
4 C -2.57 8.40 1.53  C3 1.542, N5 1.443, H15 1.090, H16 1.090
5 N -3.80 9.09 1.84  C4 1.443, C6 1.479, H17 1.010
6 C -4.94 8.64 1.01  N5 1.479, C7 1.581, H18 1.090, H19 1.090
7 C -5.35 9.88 0.12  C6 1.581, O8 1.407, H20 1.090, H21 1.090
8 O -4.98 9.72 -1.23  C7 1.407, C9 1.380
9 C -5.59 10.50 -2.18  O8 1.380, H22 1.090, H23 1.090, H24 1.090
10 H -0.88 6.04 -1.25  C1 1.090
11 H -2.39 6.88 -1.24  C1 1.090
12 H -1.88 6.03 0.19  C1 1.090
13 H -2.49 8.92 -0.67  C3 1.090
14 H -1.28 9.65 0.45  C3 1.090
15 H -1.90 8.70 2.33  C4 1.090
16 H -2.82 7.34 1.55  C4 1.090
17 H -4.21 8.87 2.74  N5 1.010
18 H -5.75 8.29 1.66  C6 1.090
19 H -4.62 7.84 0.35  C6 1.090
20 H -4.99 10.85 0.48  C7 1.090
21 H -6.44 9.94 0.16  C7 1.090
22 H -5.26 11.54 -2.08  C9 1.090
23 H -6.66 10.49 -1.97  C9 1.090
24 H -5.30 10.01 -3.11  C9 1.090
25 C -9.99 -0.65 -0.19  O26 1.416, H34 1.090, H35 1.090, H36 1.090
26 O -9.02 -0.68 -1.22  C25 1.416, C27 1.297
27 C -7.87 -0.14 -0.95  O26 1.297, C28 1.489, H37 1.090, H38 1.090
28 C -6.90 -0.50 -2.03  C27 1.489, N29 1.474, H39 1.090, H40 1.090
29 N -5.69 0.32 -1.84  C28 1.474, C30 1.429, H41 1.010
30 C -4.73 -0.06 -2.83  N29 1.429, C31 1.530, H42 1.090, H43 1.090
31 C -3.50 0.77 -2.44  C30 1.530, O32 1.427, H44 1.090, H45 1.090
32 O -3.83 2.13 -2.72  C31 1.427, C33 1.486
33 C -2.89 3.09 -2.09  O32 1.486, H46 1.090, H47 1.090, H48 1.090
34 H -9.90 -1.57 0.38  C25 1.090
35 H -11.05 -0.58 -0.47  C25 1.090
36 H -9.88 0.25 0.41  C25 1.090
37 H -7.41 -0.38 0.01  C27 1.090
38 H -7.97 0.94 -0.98  C27 1.090
39 H -7.43 -0.15 -2.91  C28 1.090
40 H -6.61 -1.55 -2.06  C28 1.090
41 H -6.04 1.23 -2.10  N29 1.010
42 H -5.07 0.10 -3.85  C30 1.090
43 H -4.51 -1.11 -2.66  C30 1.090
44 H -2.63 0.47 -3.03  C31 1.090
45 H -3.20 0.53 -1.42  C31 1.090
46 H -2.02 3.01 -2.75  C33 1.090
47 H -2.72 2.97 -1.02  C33 1.090
48 H -3.46 4.01 -2.23  C33 1.090
49 C 3.15 -1.08 -6.39  O50 1.407, H58 1.090, H59 1.090, H60 1.090
50 O 4.22 -0.64 -7.19  C49 1.407, C51 1.435
51 C 5.58 -1.06 -6.95  O50 1.435, C52 1.631, H61 1.090, H62 1.090
52 C 5.82 -2.65 -6.70  C51 1.631, N53 1.475, H63 1.090, H64 1.090
53 N 5.81 -3.49 -7.92  C52 1.475, C54 1.454, H65 1.010
54 C 5.70 -4.91 -7.63  N53 1.454, C55 1.479, H66 1.090, H67 1.090
55 C 5.84 -5.78 -8.82  C54 1.479, O56 1.481, H68 1.090, H69 1.090
56 O 5.48 -7.20 -8.66  C55 1.481, C57 1.441
57 C 5.78 -7.90 -9.88  O56 1.441, H70 1.090, H71 1.090, H72 1.090
58 H 3.03 -0.83 -5.34  C49 1.090
59 H 2.79 -2.10 -6.30  C49 1.090
60 H 2.29 -0.53 -6.78  C49 1.090
61 H 5.90 -0.64 -5.99  C51 1.090
62 H 6.23 -0.75 -7.76  C51 1.090
63 H 4.98 -3.01 -6.12  C52 1.090
64 H 6.72 -2.67 -6.08  C52 1.090
65 H 6.73 -3.32 -8.30  N53 1.010
66 H 4.78 -5.02 -7.06  C54 1.090
67 H 6.56 -4.94 -6.95  C54 1.090
68 H 6.81 -5.58 -9.26  C55 1.090
69 H 5.08 -5.29 -9.44  C55 1.090
70 H 5.07 -7.62 -10.67  C57 1.090
71 H 5.83 -8.96 -9.65  C57 1.090
72 H 6.79 -7.78 -10.25  C57 1.090
73 C -0.74 -3.23 2.47  O74 1.421, H82 1.090, H83 1.090, H84 1.090
74 O -1.47 -4.45 2.56  C73 1.421, C75 1.401
75 C -1.20 -5.54 1.72  O74 1.401, C76 1.581, H85 1.090, H86 1.090
76 C -0.21 -6.52 2.48  C75 1.581, N77 1.486, H87 1.090, H88 1.090
77 N -0.31 -7.92 1.98  C76 1.486, C78 1.487, H89 1.010
78 C 0.36 -8.04 0.66  N77 1.487, C79 1.549, H90 1.090, H91 1.090
79 C 1.86 -7.63 0.66  C78 1.549, O80 1.472, H92 1.090, H93 1.090
80 O 2.68 -8.31 1.68  C79 1.472, C81 1.473
81 C 4.10 -7.95 1.53  O80 1.473, H94 1.090, H95 1.090, H96 1.090
82 H -0.35 -3.11 1.46  C73 1.090
83 H 0.08 -3.28 3.19  C73 1.090
84 H -1.45 -2.41 2.64  C73 1.090
85 H -0.82 -5.11 0.80  C75 1.090
86 H -2.13 -6.03 1.43  C75 1.090
87 H -0.65 -6.57 3.48  C76 1.090
88 H 0.80 -6.13 2.55  C76 1.090
89 H 0.27 -8.53 2.53  N77 1.010
90 H -0.31 -7.51 -0.01  C78 1.090
91 H 0.30 -9.07 0.31  C78 1.090
92 H 1.94 -6.55 0.64  C79 1.090
93 H 2.14 -8.06 -0.30  C79 1.090
94 H 4.51 -8.07 0.53  C81 1.090
95 H 4.67 -8.68 2.10  C81 1.090
96 H 4.17 -6.93 1.91  C81 1.090
97 C -9.12 -2.05 7.85  O98 1.493, H106 1.090, H107 1.090, H108 1.090
98 O -10.08 -1.25 7.03  C97 1.493, C99 1.380
99 C -9.65 0.00 6.67  O98 1.380, C100 1.606, H109 1.090, H110 1.090
100 C -8.57 0.08 5.48  C99 1.606, N101 1.399, H111 1.090, H112 1.090
101 N -7.26 -0.03 5.97  C100 1.399, C102 1.393, H113 1.010
102 C -6.88 1.11 6.68  N101 1.393, C103 1.453, H114 1.090, H115 1.090
103 C -5.46 1.37 6.72  C102 1.453, O104 1.480, H116 1.090, H117 1.090
104 O -4.89 2.04 5.53  C103 1.480, C105 1.420
105 C -3.49 1.86 5.38  O104 1.420, H118 1.090, H119 1.090, H120 1.090
106 H -8.43 -2.50 7.14  C97 1.090
107 H -9.42 -2.75 8.62  C97 1.090
108 H -8.42 -1.44 8.42  C97 1.090
109 H -9.51 0.62 7.56  C99 1.090
110 H -10.52 0.44 6.17  C99 1.090
111 H -8.75 0.97 4.89  C100 1.090
112 H -8.92 -0.75 4.87  C100 1.090
113 H -6.73 -0.06 5.12  N101 1.010
114 H -7.27 0.93 7.68  C102 1.090
115 H -7.24 2.09 6.37  C102 1.090
116 H -4.84 0.50 6.95  C103 1.090
117 H -5.40 2.09 7.53  C103 1.090
118 H -2.96 2.44 6.12  C105 1.090
119 H -3.12 2.23 4.42  C105 1.090
120 H -3.20 0.81 5.42  C105 1.090
121 C -3.66 4.77 2.64  O122 1.372, H130 1.090, H131 1.090, H132 1.090
122 O -4.26 5.74 3.39  C121 1.372, C123 1.437
123 C -3.63 5.86 4.68  O122 1.437, C124 1.545, H133 1.090, H134 1.090
124 C -3.65 7.35 5.09  C123 1.545, N125 1.476, H135 1.090, H136 1.090
125 N -4.88 8.08 4.71  C124 1.476, C126 1.444, H137 1.010
126 C -5.71 8.14 5.89  N125 1.444, C127 1.512, H138 1.090, H139 1.090
127 C -6.28 6.78 6.21  C126 1.512, O128 1.432, H140 1.090, H141 1.090
128 O -6.98 6.04 5.20  C127 1.432, C129 1.432
129 C -7.47 4.75 5.58  O128 1.432, H142 1.090, H143 1.090, H144 1.090
130 H -3.71 3.73 2.95  C121 1.090
131 H -2.63 5.11 2.55  C121 1.090
132 H -4.05 4.76 1.62  C121 1.090
133 H -2.57 5.62 4.65  C123 1.090
134 H -4.08 5.27 5.47  C123 1.090
135 H -2.88 7.96 4.61  C124 1.090
136 H -3.51 7.35 6.17  C124 1.090
137 H -5.37 7.38 4.16  N125 1.010
138 H -6.40 8.95 5.64  C126 1.090
139 H -5.14 8.49 6.75  C126 1.090
140 H -7.01 7.01 6.98  C127 1.090
141 H -5.43 6.33 6.72  C127 1.090
142 H -8.16 4.82 6.43  C129 1.090
143 H -6.73 4.10 6.04  C129 1.090
144 H -8.08 4.23 4.84  C129 1.090
145 C 6.80 -4.86 -3.69  O146 1.370, H154 1.090, H155 1.090, H156 1.090
146 O 5.60 -4.43 -3.18  C145 1.370, C147 1.473
147 C 5.10 -5.30 -2.11  O146 1.473, C148 1.538, H157 1.090, H158 1.090
148 C 3.59 -5.01 -2.02  C147 1.538, N149 1.537, H159 1.090, H160 1.090
149 N 2.67 -5.73 -3.03  C148 1.537, C150 1.464, H161 1.010
150 C 2.98 -5.25 -4.37  N149 1.464, C151 1.505, H162 1.090, H163 1.090
151 C 1.84 -5.50 -5.33  C150 1.505, O152 1.480, H164 1.090, H165 1.090
152 O 1.48 -6.90 -5.63  C151 1.480, C153 1.434
153 C 0.48 -7.43 -4.74  O152 1.434, H166 1.090, H167 1.090, H168 1.090
154 H 7.37 -4.16 -4.31  C145 1.090
155 H 6.76 -5.71 -4.37  C145 1.090
156 H 7.50 -5.08 -2.88  C145 1.090
157 H 5.62 -5.07 -1.18  C147 1.090
158 H 5.21 -6.36 -2.32  C147 1.090
159 H 3.27 -3.97 -1.88  C148 1.090
160 H 3.33 -5.53 -1.10  C148 1.090
161 H 2.99 -6.69 -3.11  N149 1.010
162 H 3.88 -5.77 -4.70  C150 1.090
163 H 3.33 -4.22 -4.34  C150 1.090
164 H 2.03 -4.91 -6.23  C151 1.090
165 H 1.03 -5.01 -4.79  C151 1.090
166 H -0.51 -6.98 -4.79  C153 1.090
167 H 0.64 -7.31 -3.67  C153 1.090
168 H 0.29 -8.49 -4.91  C153 1.090
169 C 0.41 -0.09 -3.13  O170 1.372, H178 1.090, H179 1.090, H180 1.090
170 O 0.93 -1.35 -2.96  C169 1.372, C171 1.407
171 C 0.74 -1.87 -1.67  O170 1.407, C172 1.542, H181 1.090, H182 1.090
172 C 1.60 -1.21 -0.57  C171 1.542, N173 1.428, H183 1.090, H184 1.090
173 N 0.74 -0.28 0.08  C172 1.428, C174 1.443, H185 1.010
174 C 1.51 0.57 0.96  N173 1.443, C175 1.539, H186 1.090, H187 1.090
175 C 0.63 1.43 1.88  C174 1.539, O176 1.381, H188 1.090, H189 1.090
176 O 0.06 2.43 1.12  C175 1.381, C177 1.381
177 C -0.82 3.29 1.75  O176 1.381, H190 1.090, H191 1.090, H192 1.090
178 H -0.65 -0.03 -2.88  C169 1.090
179 H 0.67 0.32 -4.11  C169 1.090
180 H 0.88 0.66 -2.48  C169 1.090
181 H 1.13 -2.85 -1.92  C171 1.090
182 H -0.31 -1.85 -1.35  C171 1.090
183 H 2.55 -0.83 -0.95  C172 1.090
184 H 1.85 -2.06 0.07  C172 1.090
185 H -0.05 0.16 -0.36  N173 1.010
186 H 2.18 1.33 0.55  C174 1.090
187 H 2.12 -0.01 1.65  C174 1.090
188 H 1.19 1.76 2.75  C175 1.090
189 H -0.07 0.75 2.38  C175 1.090
190 H -1.41 2.78 2.50  C177 1.090
191 H -1.34 3.82 0.94  C177 1.090
192 H -0.17 4.00 2.26  C177 1.090
193 C 7.82 -9.56 -0.34  O194 1.428, H202 1.090, H203 1.090, H204 1.090
194 O 8.38 -8.33 0.11  C193 1.428, C195 1.414
195 C 7.43 -7.32 0.40  O194 1.414, C196 1.569, H205 1.090, H206 1.090
196 C 8.30 -6.09 0.84  C195 1.569, N197 1.447, H207 1.090, H208 1.090
197 N 7.48 -4.90 0.88  C196 1.447, C198 1.421, H209 1.010
198 C 6.72 -4.87 2.08  N197 1.421, C199 1.563, H210 1.090, H211 1.090
199 C 6.20 -3.44 2.46  C198 1.563, O200 1.447, H212 1.090, H213 1.090
200 O 5.14 -3.14 1.52  C199 1.447, C201 1.491
201 C 4.77 -1.70 1.61  O200 1.491, H214 1.090, H215 1.090, H216 1.090
202 H 6.87 -9.56 -0.87  C193 1.090
203 H 7.65 -10.25 0.48  C193 1.090
204 H 8.52 -10.01 -1.05  C193 1.090
205 H 6.69 -7.69 1.10  C195 1.090
206 H 6.94 -6.97 -0.51  C195 1.090
207 H 9.17 -5.96 0.19  C196 1.090
208 H 8.90 -6.26 1.73  C196 1.090
209 H 7.08 -4.60 0.00  N197 1.010
210 H 7.30 -5.21 2.94  C198 1.090
211 H 5.89 -5.57 2.20  C198 1.090
212 H 7.06 -2.77 2.37  C199 1.090
213 H 5.77 -3.35 3.45  C199 1.090
214 H 4.01 -1.23 0.99  C201 1.090
215 H 5.63 -1.06 1.40  C201 1.090
216 H 4.47 -1.57 2.65  C201 1.090
217 C 5.12 8.83 1.95  O218 1.434, H226 1.090, H227 1.090, H228 1.090
218 O 4.73 7.60 1.32  C217 1.434, C219 1.467
219 C 5.28 7.51 -0.04  O218 1.467, C220 1.581, H229 1.090, H230 1.090
220 C 4.65 6.15 -0.54  C219 1.581, N221 1.573, H231 1.090, H232 1.090
221 N 5.56 5.54 -1.67  C220 1.573, C222 1.517, H233 1.010
222 C 4.99 4.29 -2.32  N221 1.517, C223 1.522, H234 1.090, H235 1.090
223 C 5.03 3.09 -1.39  C222 1.522, O224 1.481, H236 1.090, H237 1.090
224 O 4.02 2.02 -1.49  C223 1.481, C225 1.437
225 C 4.16 1.20 -2.67  O224 1.437, H238 1.090, H239 1.090, H240 1.090
226 H 6.18 8.99 2.19  C217 1.090
227 H 4.74 8.82 2.97  C217 1.090
228 H 4.83 9.73 1.42  C217 1.090
229 H 6.32 7.38 0.24  C219 1.090
230 H 5.19 8.38 -0.69  C219 1.090
231 H 3.61 6.25 -0.85  C220 1.090
232 H 4.74 5.55 0.37  C220 1.090
233 H 5.78 6.28 -2.32  N221 1.010
234 H 5.60 3.97 -3.16  C222 1.090
235 H 3.97 4.35 -2.71  C222 1.090
236 H 4.98 3.46 -0.36  C223 1.090
237 H 6.03 2.68 -1.21  C223 1.090
238 H 5.16 0.87 -2.96  C225 1.090
239 H 3.62 1.66 -3.49  C225 1.090
240 H 3.67 0.23 -2.59  C225 1.090